Computed, not measured: one molecule with the formula H2N2O3 at a distorted geometry, with ωB97M-V/def2-TZVPD.

Its energy above the lowest of the compared OMol25 structures with the same formula, charge and spin is 30.9 kcal/mol. The structure (SMILES) is O=NN(O)O.

The geometry in XYZ format:
```
7
H2N2O3, DFT ωB97M-V/def2-TZVPD
O -1.8693 -0.2494 -0.2606
N -0.8303 -0.9042 -0.2256
N 0.2125 -0.2468 0.0308
O 0.0143 1.3256 0.1150
O 1.4369 -0.7727 -0.1576
H -0.9056 1.5030 -0.1683
H 1.9414 -0.6555 0.6663
```

Calculated atomic charges, method Mulliken, unit e: O -0.520; N 0.077; N 0.515; O -0.471; O -0.348; H 0.367; H 0.381

---

Computed, not measured: one molecule with the formula C5H10O, with ωB97M-V/def2-TZVPD.

Its energy above the lowest of the compared OMol25 structures with the same formula, charge and spin is 16.0 kcal/mol. The structure (SMILES) is CC/C=C(\C)O.

The geometry in XYZ format:
```
16
C5H10O, DFT ωB97M-V/def2-TZVPD
C -0.2731 0.7328 1.9330
C -0.0086 1.3456 0.5531
C 0.8866 0.5530 -0.3722
C 0.5528 -0.5505 -1.0430
C -0.7486 -1.2947 -0.9563
O 1.4804 -1.1155 -1.8874
H -0.8352 1.4338 2.5611
H -0.8615 -0.1882 1.8589
H 0.6613 0.4875 2.4472
H -0.9716 1.5438 0.0637
H 0.4525 2.3294 0.6973
H 1.8893 0.9346 -0.5540
H -0.5533 -2.3566 -0.7598
H -1.3141 -1.2286 -1.8951
H -1.3814 -0.9159 -0.1521
H 1.0244 -1.7104 -2.4945
```

Results of the Mulliken charge analysis, in e, for atoms 1 through 8: C -0.960; C -0.638; C -0.362; C 0.647; C -1.260; O -0.537; H 0.311; H 0.277

---

Computed, not measured: a 2-piece molecular cluster, C3H2NO2P overall at a distorted geometry, with ωB97M-V/def2-TZVPD.

Its expectation value of S² is 2.025. As for the spin multiplicity: 3. Its energy above the lowest of the compared OMol25 structures with the same formula, charge and spin is 0.0 kcal/mol.

The geometry in XYZ format:
```
9
C3H2NO2P, DFT ωB97M-V/def2-TZVPD
C 0.9358 0.1892 1.0593
C -1.2776 1.2775 0.3475
C -0.1778 0.6383 0.4839
N 1.8876 -0.3878 1.3915
O 1.0790 -2.7363 -1.9110
O 0.2219 -0.5141 -1.2801
P 0.8860 -1.8407 -0.7806
H -1.7935 1.5299 -0.5119
H -1.7614 1.8440 1.2014
```

Results of the Mulliken charge analysis, in e, for atoms 1 through 8: C 0.627; C -0.709; C 0.164; N -0.557; O -0.340; O -0.424; P 0.682; H 0.331

---

Computed, not measured: a 3-piece molecular cluster, C8H15N3O3 overall at a distorted geometry, with ωB97M-V/def2-TZVPD.

For the energy, the calculation gives -703.60465 Ha. As for the total charge: -2.

The geometry in XYZ format:
```
29
C8H15N3O3, DFT ωB97M-V/def2-TZVPD
C 0.2062 -0.6829 -0.4086
C 3.5885 -2.1679 -1.4407
C -0.3397 0.7561 -0.3648
C -1.8670 -0.8575 0.3072
C 0.2295 1.5315 0.8740
C -0.0714 1.4222 -1.7300
C -1.9010 -0.9181 1.8653
C -3.1255 -1.4720 -0.3244
N -1.7945 0.5976 -0.0514
N 4.5916 -1.7572 -0.9795
N -0.6445 -1.6073 -0.0605
O -2.6056 0.9483 -1.1849
O 4.4429 1.4539 0.7422
O 5.3996 -1.0597 -0.2746
H 4.4761 0.5494 0.2994
H -0.6079 1.3589 1.6378
H 0.2250 2.5821 0.6422
H 1.2402 1.1824 1.1592
H 0.6844 2.2501 -1.7195
H -1.0282 1.9046 -2.1256
H 0.2753 0.6025 -2.4595
H -0.9901 -0.9957 2.3664
H -2.5351 -1.6853 2.1800
H -2.3635 -0.0582 2.3310
H -4.0853 -1.0899 0.1075
H -3.0320 -2.5502 -0.3478
H -3.1075 -0.9874 -1.3183
H 1.2274 -0.8801 -0.5739
H 3.5117 1.6297 0.8518
```

Results of the Mulliken charge analysis, in e, for atoms 1 through 8: C -0.896; C -0.575; C 1.691; C 1.884; C -1.493; C -1.354; C -2.199; C -1.659

---

Computed, not measured: C38H31F10KN10O as an isolated structure, with ωB97M-V/def2-TZVPD.

Its energy above the lowest of the compared OMol25 structures with the same formula, charge and spin is 24.8 kcal/mol. As for the total charge: -2.

The geometry in XYZ format:
```
91
C38H31F10KN10O, DFT ωB97M-V/def2-TZVPD
K -0.2568 -0.7390 -0.8320
C 2.0157 0.8200 -2.8500
N 2.3016 -0.1830 -1.8404
C 2.8960 -1.3888 -2.3986
C 1.9615 -2.2233 -3.2793
N 0.7916 -2.7215 -2.5957
C 0.8230 -3.8880 -1.9714
C -0.3842 -4.3372 -1.3380
F -1.4473 -3.5013 -1.3575
C -0.5196 -5.5047 -0.6413
F -1.6987 -5.8127 -0.0619
C 0.5471 -6.3858 -0.5109
F 0.4011 -7.5845 0.1126
C 1.7412 -6.0160 -1.0885
F 2.8040 -6.8459 -0.9847
C 1.8810 -4.8264 -1.7812
F 3.1453 -4.5534 -2.2239
C 3.1215 0.3599 -0.7645
C 2.8246 -0.2422 0.6046
N 1.5308 0.2347 1.0584
C 1.2294 0.2281 2.3288
C 1.9034 -0.3761 3.4484
F 2.9947 -1.1608 3.2465
C 1.4711 -0.2727 4.7547
F 2.1729 -0.8793 5.7369
C 0.3174 0.4137 5.0928
F -0.0844 0.5481 6.3878
C -0.3924 1.0007 4.0518
F -1.5320 1.6821 4.3348
C 0.0274 0.8987 2.7521
F -0.7448 1.4820 1.8058
H 2.9390 1.2360 -3.2963
H 1.4128 0.3891 -3.6487
H 1.4404 1.6380 -2.4137
H 3.8045 -1.1239 -2.9826
H 3.2319 -2.0221 -1.5742
H 1.6103 -1.5955 -4.1071
H 2.5774 -3.0024 -3.7455
H 4.1947 0.2210 -0.9970
H 2.9529 1.4361 -0.7029
H 2.8525 -1.3403 0.5295
H 3.6359 0.0615 1.2789
C 4.0608 4.1240 0.2696
C 3.0466 3.6895 1.1163
C 1.7601 3.4927 0.6432
C 1.4426 3.7235 -0.7065
C 2.4805 4.1490 -1.5522
C 3.7631 4.3487 -1.0701
N 0.2142 3.4178 -1.2556
C -0.9111 3.8208 -0.7133
C -1.0217 4.8993 0.2414
C -2.2264 5.4130 0.6126
C -3.4473 4.8958 0.1162
C -3.4002 3.8363 -0.7506
C -2.1769 3.2579 -1.1495
N -2.1215 2.0988 -1.8873
N -3.1929 1.7291 -2.4471
C -3.1057 0.4784 -3.0993
C -4.2844 0.0425 -3.7121
C -4.2858 -1.1743 -4.3602
C -3.1167 -1.9299 -4.3776
C -1.9972 -1.4166 -3.7381
N -1.9817 -0.2341 -3.1195
H 5.0688 4.2601 0.6428
H 3.2657 3.4735 2.1565
H 0.9909 3.1037 1.2953
H 2.2483 4.2913 -2.6008
H 4.5439 4.6701 -1.7515
H -0.1062 5.3296 0.6250
H -2.2517 6.2437 1.3122
H -4.3934 5.3105 0.4421
H -4.3054 3.3784 -1.1270
H -5.1626 0.6711 -3.6535
H -5.1891 -1.5385 -4.8371
H -3.0726 -2.9017 -4.8505
H -1.0725 -1.9876 -3.6762
C -2.8399 -1.1933 4.9042
N -2.3299 -1.6103 3.6239
C -1.2375 -2.5489 3.4619
C -0.9671 -2.4330 1.9605
O -0.1309 -3.0657 1.3573
N -1.8031 -1.4699 1.4253
C -2.4884 -0.9821 2.4337
N -3.3501 0.0622 2.2946
H -3.1260 -2.0734 5.4838
H -3.7339 -0.5875 4.7666
H -2.1075 -0.6218 5.4784
H -1.5183 -3.5702 3.7246
H -0.3550 -2.2442 4.0316
H -3.2135 0.5375 1.4122
H -3.3558 0.7117 3.0674
```

Results of the Mulliken charge analysis, in e, for atoms 1 through 8: K 0.825; C -0.579; N 1.568; C -0.888; C -1.727; N -0.164; C 0.516; C 0.016

---

Computed, not measured: one molecule with the formula C7H9NOSi at a distorted geometry, with ωB97M-V/def2-TZVPD.

Its energy above the lowest of the compared OMol25 structures with the same formula, charge and spin is 45.2 kcal/mol. The structure (SMILES) is C1=C/C=C\C=N\[SiH2]OCC=1.

The geometry in XYZ format:
```
19
C7H9NOSi, DFT ωB97M-V/def2-TZVPD
C 0.3234 -1.4406 -0.1271
C 1.5174 -1.3382 -0.6060
C 2.4827 -0.3874 -0.1220
C 2.4453 0.9818 0.0581
C 1.3095 1.8279 -0.0336
N 0.1636 1.3664 0.1638
Si -1.6058 1.4121 -0.0548
O -2.0174 -0.0207 -0.6082
C -2.1530 -1.1704 0.1457
C -0.8016 -1.8020 0.4261
H 1.6900 -1.9475 -1.5724
H 3.5477 -0.8011 0.1316
H 3.2488 1.4263 0.5467
H 1.4150 2.9144 -0.0701
H -2.4539 1.5157 1.1471
H -2.2717 2.1170 -1.1080
H -2.4699 -2.0123 -0.3953
H -2.7367 -0.9919 1.0659
H -0.8882 -2.5775 1.1531
```

Results of the Mulliken charge analysis, in e, for atoms 1 through 8: C 0.260; C -0.486; C -0.020; C -0.434; C -0.136; N -0.205; Si 0.145; O -0.210

---

Computed, not measured: a 2-piece molecular cluster, C14H24BF2N3O6 overall at a distorted geometry, with ωB97M-V/def2-TZVPD.

For the energy, the calculation gives -1388.33359 Ha.

The geometry in XYZ format:
```
50
C14H24BF2N3O6, DFT ωB97M-V/def2-TZVPD
C 4.7780 -3.2648 0.0255
O 4.8651 -1.8479 -0.0076
C 4.4489 -1.2873 -1.2307
C 2.9130 -1.2432 -1.3620
C 2.3264 0.1799 -1.2772
C 1.0717 0.2900 -0.3961
C -0.2284 0.3453 -1.2163
C -1.3589 0.9008 -0.4249
N -1.2749 1.9902 0.3343
C -2.5050 2.2658 0.8884
O -2.6897 3.3321 1.6672
C -3.3560 1.3151 0.4597
N -2.6170 0.4658 -0.3596
C -3.2411 -0.6748 -1.0287
C -2.6242 -2.0334 -0.7359
C -3.3187 -3.0837 -1.6408
N -3.4082 -4.4162 -1.0922
H 4.1620 -3.5465 0.8771
H 5.7735 -3.6915 0.1278
H 4.3157 -3.6574 -0.8798
H 4.8856 -1.8337 -2.0712
H 4.8364 -0.2716 -1.2663
H 2.6037 -1.6892 -2.3067
H 2.5264 -1.8379 -0.5377
H 3.0846 0.8123 -0.8186
H 2.1487 0.6044 -2.2639
H 1.1804 1.1818 0.2124
H 1.0323 -0.5445 0.3024
H -0.0466 1.0619 -2.0192
H -0.4630 -0.6218 -1.6395
H -0.4257 2.5447 0.4926
H -2.4298 3.0801 2.5635
H -4.4002 1.1705 0.6479
H -4.2587 -0.7123 -0.6506
H -3.3299 -0.5155 -2.1021
H -1.5622 -2.0700 -0.9578
H -2.7953 -2.3357 0.2937
H -4.3421 -2.7311 -1.7843
H -2.8526 -3.0982 -2.6237
H -4.0376 -4.4731 -0.3080
H -2.5103 -4.8179 -0.8708
B 1.0948 3.2721 2.0358
O 0.9813 4.7468 2.2162
C 0.0706 5.0198 3.1348
O -0.2768 6.1027 3.5009
C -0.5082 3.6796 3.6325
O -1.4044 3.5148 4.4212
O 0.0948 2.6996 2.9923
F 2.3550 2.8265 2.3253
F 0.7168 2.8968 0.7211
```

Results of the Mulliken charge analysis, in e, for atoms 1 through 8: C -0.749; O -0.410; C -0.779; C -0.447; C -0.951; C 0.178; C -0.689; C 0.430

---

Computed, not measured: one molecule with the formula C3H4N4O at a distorted geometry, with ωB97M-V/def2-TZVPD.

Its energy above the lowest of the compared OMol25 structures with the same formula, charge and spin is 134.1 kcal/mol. The structure (SMILES) is [H]/N=C\n1onc/c1=N/[H].

The geometry in XYZ format:
```
12
C3H4N4O, DFT ωB97M-V/def2-TZVPD
H -2.1512 0.7353 0.3213
N -2.4893 -0.3122 0.2015
C -1.4743 -0.9163 -0.1216
N -0.1854 -0.5861 -0.2751
O 0.7599 -1.6395 -0.2151
N 2.0529 -1.0914 0.2424
C 1.8941 0.1367 0.0221
C 0.5255 0.6236 -0.1323
N 0.3280 1.8836 -0.0982
H -0.7295 2.3237 -0.1830
H -1.2210 -2.0580 0.0277
H 2.6904 0.9005 0.2101
```

Results of the Mulliken charge analysis, in e, for atoms 1 through 8: H 0.182; N -0.572; C 0.134; N 0.192; O -0.249; N -0.282; C -0.084; C 0.430